DFT (ωB97M-V/def2-TZVPD) results for C11H7CoN2O6 as an isolated structure.

```
27
Properties=species:S:1:pos:R:3:nbo_charge:R:1
O 0.00 2.24 -5.30 -0.484
C -0.02 2.22 -4.13 0.488
Co -0.06 -0.11 0.00 0.103
C -0.12 0.41 1.75 0.483
O -0.16 0.61 2.90 -0.410
C -0.03 -1.83 -0.02 0.507
O -0.01 -2.98 0.01 -0.437
C 1.79 0.05 -0.32 0.571
O 2.94 -0.02 -0.44 -0.386
C -1.79 -0.03 -0.29 0.575
O -2.93 -0.11 -0.45 -0.369
H 0.03 -0.26 -1.48 0.050
N 3.73 0.47 5.59 -0.798
C 3.72 0.51 4.23 0.633
O 4.31 1.36 3.58 -0.580
C 3.00 -0.60 3.61 -0.136
C 2.65 -1.81 4.20 -0.193
C 1.71 -2.67 3.66 -0.166
C 1.07 -2.28 2.50 -0.118
N 1.61 -1.26 1.86 -0.193
C 2.45 -0.34 2.35 0.012
H 4.18 1.25 6.04 0.422
H 3.20 -0.17 6.17 0.405
H 3.05 -2.06 5.16 0.234
H 1.33 -3.55 4.10 0.252
H 0.18 -2.85 2.16 0.263
H 2.63 0.62 1.86 0.270
```

Frontier orbital gap (alpha / beta) = 4.0 / 5.8 eV
Total charge = +1
⟨S²⟩ = 3.80
HOMO energy (alpha / beta) = -9.13 / -13.25 eV
Multiplicity = 4
E_LUMO (alpha / beta) = -0.1882 / -0.2719 Eh
ΔE to the lowest compared entry with this formula, charge and spin = 70.2 kcal/mol
Maximum force = 0.1212 hartree/bohr



DFT (ωB97M-V/def2-TZVPD) results for C11H7F6HgNO5 as an isolated structure.

```
31
Properties=species:S:1:pos:R:3:nbo_charge:R:1
Hg -0.43 0.31 0.11 1.503
O 3.15 2.15 -2.10 -0.714
C 2.11 1.65 -1.35 0.670
O 1.24 0.97 -1.92 -0.718
C 2.15 1.98 0.03 -0.047
C 3.16 2.79 0.60 -0.198
C 3.13 3.08 1.93 -0.232
C 2.07 2.58 2.73 -0.285
C 1.10 1.81 2.16 0.109
N 1.13 1.49 0.84 -0.653
C -0.07 1.27 3.01 0.737
O -0.12 1.67 4.17 -0.695
O -0.88 0.48 2.43 -0.826
H 2.97 1.83 -2.99 0.486
H 3.94 3.16 -0.04 0.222
H 3.90 3.70 2.37 0.200
H 1.97 2.79 3.79 0.241
C -3.51 -2.22 -1.68 -0.633
C -2.13 -1.97 -1.07 0.096
O -1.94 -0.62 -0.91 -0.894
C -1.05 -2.53 -2.04 0.952
F 0.19 -2.37 -1.57 -0.320
F -1.22 -3.84 -2.31 -0.338
F -1.12 -1.88 -3.21 -0.322
C -2.06 -2.70 0.29 0.951
F -2.26 -4.03 0.17 -0.335
F -3.00 -2.23 1.11 -0.315
F -0.88 -2.54 0.90 -0.323
H -3.56 -1.69 -2.63 0.230
H -4.26 -1.79 -1.01 0.232
H -3.71 -3.28 -1.83 0.218
```

Frontier orbital gap (alpha / beta) = 5.8 / 8.7 eV
Total charge = -1
⟨S²⟩ = 0.76
HOMO energy (alpha / beta) = -2.83 / -5.72 eV
Multiplicity = 2
E_LUMO (alpha / beta) = 0.1102 / 0.1098 Eh
Maximum force = 0.0045 hartree/bohr



DFT (ωB97M-V/def2-TZVPD) results for C11H7N2O6Os as an isolated structure.

```
27
Properties=species:S:1:pos:R:3:nbo_charge:R:1
O -1.18 3.58 -1.35 -0.166
C -0.49 2.72 -1.71 0.694
Os 0.11 -0.49 -3.38 0.435
C 0.28 -2.03 -2.22 0.492
O 0.38 -2.92 -1.44 -0.341
C -0.29 -1.62 -4.93 0.468
O -0.53 -2.24 -5.88 -0.227
C 1.93 0.08 -3.32 0.393
O 3.04 0.40 -3.15 -0.285
C -1.70 -0.15 -2.98 0.388
O -2.87 -0.02 -2.72 -0.322
H 0.59 2.00 -1.58 0.390
N 0.68 0.62 4.77 -0.654
C -0.22 -0.12 4.07 0.617
O -1.05 -0.81 4.61 0.009
C -0.12 -0.08 2.54 -0.081
C 0.93 0.54 1.85 -0.176
C 0.98 0.46 0.46 -0.003
N -0.04 -0.07 -0.28 -0.473
C -1.03 -0.67 0.37 0.066
C -1.10 -0.71 1.80 -0.145
H 0.56 0.66 5.77 0.464
H 1.22 1.38 4.36 0.450
H 1.77 1.05 2.37 0.261
H 1.87 0.85 -0.08 0.230
H -1.81 -1.13 -0.21 0.236
H -1.92 -1.26 2.26 0.280
```

Frontier orbital gap (alpha / beta) = 5.5 / 6.1 eV
Total charge = +3
⟨S²⟩ = 6.02
HOMO energy (alpha / beta) = -18.90 / -20.65 eV
Multiplicity = 5
E_LUMO (alpha / beta) = -0.4928 / -0.5334 Eh
ΔE to the lowest compared entry with this formula, charge and spin = 22.9 kcal/mol
Maximum force = 0.1823 hartree/bohr



DFT (ωB97M-V/def2-TZVPD) results for a 2-piece molecular cluster, C11H7N7O6 overall.

```
31
Properties=species:S:1:pos:R:3:nbo_charge:R:1
O 1.38 -3.76 -3.66 -0.339
N 0.44 -3.12 -3.24 0.421
C 0.24 -1.82 -2.81 0.012
C -1.12 -1.68 -2.51 0.085
N -1.79 -2.86 -2.68 -0.065
O -0.83 -3.73 -3.12 -0.139
C -1.62 -0.45 -1.97 0.040
N -3.07 -0.34 -1.70 0.502
O -3.87 -0.50 -2.64 -0.335
O -3.41 -0.08 -0.54 -0.339
C -0.72 0.58 -1.67 -0.116
C 0.61 0.44 -2.06 0.029
N 1.67 1.35 -2.06 0.414
O 1.76 2.52 -1.73 -0.351
O 2.79 0.67 -2.60 -0.139
N 2.48 -0.64 -2.91 -0.061
C 1.15 -0.75 -2.61 0.086
H -1.02 1.47 -1.12 0.281
N -0.41 0.68 1.30 -0.502
C -0.02 -0.37 2.03 0.062
C 0.54 -0.23 3.31 -0.322
C 0.68 1.08 3.84 0.218
N 1.41 1.30 4.97 -0.788
C 0.11 2.16 3.12 -0.321
C -0.43 1.90 1.85 0.061
H -0.15 -1.36 1.59 0.195
H 0.89 -1.10 3.85 0.217
H 1.38 2.19 5.45 0.392
H 1.69 0.54 5.57 0.392
H 0.11 3.17 3.52 0.218
H -0.88 2.71 1.27 0.193
```

Frontier orbital gap = 7.3 eV
Total charge = 0
HOMO energy = -9.00 eV
E_LUMO = -0.0630 Eh
ΔE to the lowest compared entry with this formula, charge and spin = 0.0 kcal/mol
Maximum force = 0.0607 hartree/bohr



DFT (ωB97M-V/def2-TZVPD) results for C11H8BNO3S5SbW as an isolated structure.

```
31
Properties=species:S:1:pos:R:3:nbo_charge:R:1
W 0.04 0.34 0.07 0.661
O -0.82 -0.99 -1.30 -0.543
N -0.18 -1.39 -2.40 0.002
C -0.72 -2.40 -3.13 0.032
C -0.16 -2.81 -4.29 -0.295
C 1.00 -2.17 -4.77 -0.195
C 1.58 -1.18 -3.98 -0.234
C 1.02 -0.81 -2.77 -0.004
S 1.74 0.30 -1.68 -0.075
H -1.62 -2.83 -2.70 0.239
H -0.62 -3.61 -4.85 0.216
H 1.45 -2.46 -5.70 0.207
H 2.50 -0.70 -4.27 0.226
S 1.38 2.64 4.34 -1.004
Sb -0.05 0.86 3.86 0.980
S 1.26 -0.18 1.91 -0.460
S -1.60 1.71 1.18 -0.287
S 0.33 -0.56 5.69 -1.007
O -1.88 -1.00 2.05 -0.643
B -2.00 -0.05 1.00 0.558
O -3.05 -0.49 0.12 -0.671
C -3.44 -1.69 0.58 0.321
C -4.38 -2.57 0.08 -0.319
C -4.60 -3.75 0.78 -0.257
C -3.91 -4.04 1.95 -0.251
C -2.95 -3.17 2.45 -0.259
C -2.74 -1.99 1.77 0.250
H -4.91 -2.36 -0.84 0.200
H -5.34 -4.45 0.42 0.186
H -4.11 -4.97 2.46 0.192
H -2.39 -3.38 3.35 0.232
```

Frontier orbital gap (alpha / beta) = 4.0 / 4.2 eV
Total charge = -2
⟨S²⟩ = 0.95
HOMO energy (alpha / beta) = -0.22 / -0.37 eV
Multiplicity = 2
E_LUMO (alpha / beta) = 0.1408 / 0.1406 Eh
ΔE to the lowest compared entry with this formula, charge and spin = 17.3 kcal/mol
Maximum force = 0.0446 hartree/bohr



DFT (ωB97M-V/def2-TZVPD) results for one molecule with the formula C11H8F9N3O7S2.

```
40
Properties=species:S:1:pos:R:3:nbo_charge:R:1
O 2.70 -0.66 3.10 -0.527
C 1.75 -1.21 2.59 0.777
O 1.49 -2.53 2.74 -0.704
C 0.69 -0.47 1.81 -0.362
N 0.08 -1.31 0.75 -0.694
C -1.20 -0.80 0.30 0.914
O -1.45 0.38 0.30 -0.566
O -2.01 -1.79 -0.02 -0.475
C -2.99 -1.47 -1.02 -0.085
C -4.39 -1.51 -0.43 -0.548
S -4.58 -0.59 1.12 0.275
C -5.02 1.01 0.61 0.252
N -6.15 1.46 0.18 -0.275
N -5.98 2.79 -0.06 -0.287
C -4.77 3.07 0.26 0.293
O -4.10 2.00 0.69 -0.396
S 1.09 -1.70 -0.51 2.236
O 2.05 -2.67 -0.08 -0.899
O 0.26 -2.12 -1.60 -0.906
C 1.94 -0.17 -1.17 0.413
F 2.14 -0.40 -2.46 -0.283
F 1.07 0.83 -1.04 -0.294
C 3.30 0.21 -0.56 0.573
F 3.11 0.78 0.64 -0.303
F 4.08 -0.85 -0.39 -0.278
C 4.08 1.25 -1.44 0.558
F 4.80 0.55 -2.32 -0.288
F 3.25 2.08 -2.07 -0.290
C 5.08 2.10 -0.61 0.924
F 4.46 3.08 0.02 -0.294
F 5.79 1.36 0.22 -0.292
F 5.92 2.66 -1.49 -0.307
H 2.26 -3.02 2.41 0.515
H 1.03 0.48 1.42 0.247
H -0.10 -0.24 2.51 0.265
H -2.94 -2.28 -1.74 0.209
H -2.77 -0.55 -1.54 0.209
H -4.58 -2.54 -0.15 0.235
H -5.13 -1.25 -1.17 0.249
H -4.26 4.01 0.20 0.206
```

SMILES = O=C(O)CN(C(=O)OCCSc1nnco1)S(=O)(=O)C(F)(F)C(F)(F)C(F)(F)C(F)(F)F
Frontier orbital gap = 10.1 eV
Total charge = 0
HOMO energy = -9.86 eV
E_LUMO = 0.0098 Eh
Maximum force = 0.0522 hartree/bohr



- The highest maximum force belongs to which entry?
  C11H7N2O6Os



- The lowest maximum force belongs to which entry?
  C11H7F6HgNO5